(1)
20
Properties=species:S:1:pos:R:3 method="wB97M-V/def2-TZVPD" homo_energy_ev=-7.8 max_force_ha_per_bohr=0.0636 molar_mass_g_mol=129.167 e_tot_ha=-432.71664 smiles="[H]/N=C(/N)N(N)C(=C)CN" lumo_energy_ev=0.97 gap_ev=8.8 multiplicity=1
H -1.61 -0.34 1.94
N -1.44 0.67 1.89
C -0.93 0.94 0.74
N -0.64 2.23 0.39
N -0.90 0.05 -0.36
N -1.89 0.23 -1.35
C 0.08 -0.90 -0.49
C 0.26 -1.82 -1.45
C 1.23 -0.70 0.68
N 2.24 0.26 0.23
H -0.58 2.80 1.23
H 0.22 2.27 -0.16
H -2.38 1.11 -1.14
H -2.59 -0.51 -1.23
H 0.98 -2.62 -1.35
H -0.29 -1.76 -2.38
H 1.69 -1.69 0.81
H 0.91 -0.46 1.70
H 2.66 -0.08 -0.63
H 2.98 0.32 0.92

***

(2)
41
Properties=species:S:1:pos:R:3 method="wB97M-V/def2-TZVPD" homo_energy_ev=-8.9 max_force_ha_per_bohr=0.0670 molar_mass_g_mol=335.312 e_tot_ha=-1201.39443 smiles="C[C@@H](C(=O)O)[C@@H]1Cc2c(cc3c(c2O)CN([C@@H](C)C(=O)O)C3=O)O1" lumo_energy_ev=0.18 gap_ev=9.1 multiplicity=1
C -0.77 4.81 1.05
C -1.83 3.66 1.13
C -3.24 4.26 1.34
O -4.10 4.03 0.51
O -3.48 4.88 2.53
C -1.71 2.92 -0.20
C -2.47 1.56 -0.13
C -1.35 0.60 -0.02
C -0.17 1.30 -0.33
C 1.01 0.61 -0.52
C 1.02 -0.79 -0.38
C -0.13 -1.47 0.02
C -1.30 -0.78 0.23
O -2.40 -1.44 0.68
C 0.23 -2.94 0.00
N 1.66 -2.96 -0.28
C 2.38 -4.15 -0.73
C 2.72 -3.97 -2.22
C 3.61 -4.48 0.15
O 3.74 -5.64 0.47
O 4.46 -3.49 0.51
C 2.12 -1.69 -0.49
O 3.28 -1.33 -0.68
O -0.34 2.63 -0.54
H 0.25 4.47 1.19
H -0.81 5.36 0.07
H -0.99 5.56 1.88
H -1.62 3.01 1.99
H -4.42 5.08 2.51
H -2.10 3.57 -0.99
H -3.08 1.47 0.75
H -3.01 1.41 -1.06
H 1.96 1.13 -0.77
H -3.21 -0.94 0.53
H -0.39 -3.39 -0.80
H 0.02 -3.39 0.98
H 1.71 -5.02 -0.71
H 3.60 -3.36 -2.30
H 1.92 -3.51 -2.79
H 3.00 -4.95 -2.68
H 4.20 -2.64 0.11

***

(3)
25
Properties=species:S:1:pos:R:3 method="wB97M-V/def2-TZVPD" homo_energy_ev="-17.3 / -17.3" max_force_ha_per_bohr=0.0622 molar_mass_g_mol=156.213 e_tot_ha=-510.17725 lumo_energy_ev="-7.21 / -10.90" s2=0.764 gap_ev="10.0 / 6.4" multiplicity=2 total_charge=+2
C -2.09 1.75 0.56
C 0.96 1.82 -1.31
C -0.96 2.04 -0.32
C -1.03 2.86 -1.50
N 0.18 1.33 -0.36
N 0.20 2.82 -2.01
H 1.94 1.57 -1.70
H 0.55 3.43 -2.73
H -1.92 3.35 -1.88
H -2.87 1.12 0.07
H -2.46 2.73 0.92
H -1.86 1.06 1.36
C -0.27 -2.46 2.10
C 1.10 -1.93 0.12
N 0.38 -2.77 0.85
N 1.39 -2.11 -1.19
N 1.65 -0.88 0.74
H 0.19 -3.69 0.43
H 1.08 -2.98 -1.60
H 2.12 -1.60 -1.65
H 1.18 -0.51 1.57
H 1.80 -0.05 0.21
H -0.95 -1.58 1.98
H 0.51 -2.01 2.79
H -0.81 -3.31 2.57

***

(4)
100
Properties=species:S:1:pos:R:3 method="wB97M-V/def2-TZVPD" homo_energy_ev="-9.4 / -9.4" max_force_ha_per_bohr=0.1355 molar_mass_g_mol=733.727 e_tot_ha=-2499.12162 lumo_energy_ev="-5.17 / -5.19" gap_ev="4.2 / 4.2" multiplicity=1 total_charge=+1
Y -0.72 0.45 -2.83
C -0.19 -3.27 1.05
C 1.11 -3.33 0.48
C 1.24 -2.10 2.41
C -0.12 -2.48 2.22
C 1.98 -2.57 1.30
C -1.42 -3.96 0.59
H -1.32 -4.37 -0.42
H -2.28 -3.27 0.60
H -1.67 -4.80 1.26
C -1.23 -2.17 3.13
H -2.19 -2.11 2.59
H -1.05 -1.20 3.60
H -1.34 -2.92 3.93
C 1.80 -1.42 3.59
H 2.73 -1.91 3.91
H 1.10 -1.44 4.42
H 2.04 -0.36 3.37
C 3.42 -2.34 1.10
H 4.03 -3.06 1.67
H 3.71 -1.33 1.43
H 3.69 -2.44 0.04
C 1.53 -4.11 -0.71
H 2.05 -5.04 -0.41
H 2.23 -3.54 -1.33
H 0.67 -4.41 -1.32
C -1.58 0.45 -4.86
C -1.86 -1.04 -4.71
C -0.83 -1.95 -5.45
C 0.61 -1.90 -4.94
C 0.85 -0.99 -3.73
C 1.26 0.32 -3.98
C 0.95 1.09 -5.23
C -0.50 0.91 -5.82
H -0.86 -1.66 -6.51
H 1.27 -1.61 -5.79
H -1.18 -2.99 -5.45
H -0.44 0.26 -6.71
H -2.49 1.08 -4.83
H -2.84 -1.22 -5.17
H -0.82 1.90 -6.19
H 1.14 2.17 -5.07
H 2.05 0.76 -3.36
H 1.68 0.80 -6.01
H 0.94 -2.93 -4.69
H 1.25 -1.50 -2.83
P -2.53 -1.71 -3.03
P 2.96 1.22 -0.74
C 0.72 2.39 -2.27
C 2.07 2.64 -1.66
H -0.10 2.58 -1.54
H 0.55 3.06 -3.13
H 2.80 2.93 -2.44
H 1.97 3.44 -0.90
C 3.90 2.21 0.45
H 4.89 1.75 0.52
H 3.38 2.16 1.41
H 3.97 3.25 0.09
C 4.23 0.88 -2.02
H 4.59 1.80 -2.48
H 3.84 0.20 -2.79
H 5.04 0.36 -1.49
C -4.34 -1.52 -3.20
H -4.80 -2.43 -3.60
H -4.57 -0.65 -3.84
H -4.73 -1.30 -2.19
C -2.07 -3.47 -2.95
H -1.17 -3.56 -2.32
H -1.85 -3.92 -3.92
H -2.89 -4.03 -2.46
O -1.45 0.74 -0.58
C -0.95 1.07 0.55
N -1.69 1.60 1.57
C -0.87 1.95 2.70
C 0.51 1.56 2.12
O 1.60 1.73 2.70
N 0.36 1.01 0.88
C -1.00 3.43 3.13
C 0.08 4.32 3.06
C 0.01 5.57 3.69
C -1.14 5.94 4.37
C -2.26 5.09 4.37
C -2.19 3.86 3.72
C -1.21 1.14 3.95
C -0.22 0.97 4.93
C -0.50 0.24 6.09
C -1.78 -0.27 6.31
C -2.79 -0.03 5.37
C -2.51 0.68 4.20
H -2.69 1.74 1.48
H 1.00 4.01 2.56
H 0.89 6.22 3.65
H -1.19 6.90 4.90
H -3.18 5.37 4.89
H -3.07 3.20 3.73
H 0.75 1.44 4.78
H 0.30 0.10 6.83
H -1.99 -0.84 7.22
H -3.81 -0.39 5.55
H -3.31 0.88 3.47